[1]
Entry from OMol25: a 3-piece molecular cluster, C3H12O2S overall at a distorted geometry (ωB97M-V with the def2-TZVPD basis set).

## Properties
Frontier orbital gap (alpha / beta) = 1.6 / 9.4 eV
E_LUMO (alpha / beta) = 2.69 / 2.63 eV
2S+1 = 2
Charge = -1
Max |F| = 0.090 Eh/bohr

Each line ends with the Löwdin spin population.
Positions of all 18 atoms, in Å:
C -2.5118 -2.9414 2.1652  0.004
C -1.9106 -1.5744 1.7185  0.002
C -2.9122 -0.8016 0.9851  0.011
S -2.3301 0.2306 -0.5344  0.209
H -1.7752 -3.5133 2.7397  0.002
H -2.7988 -3.8036 1.4685  0.001
H -3.4312 -2.8659 2.7874  0.002
H -1.4636 -1.0177 2.5510  0.001
H -1.1002 -1.8609 1.0530  0.001
H -3.5033 -0.1579 1.4984  0.001
H -3.5449 -1.5087 0.4282  0.001
H -2.1303 -0.8834 -1.2724  0.009
H 4.6388 1.7682 -3.8513  0.091
H 4.7547 0.3290 -3.6476  0.134
O 4.4971 1.1970 -3.1072  0.404
H 4.8462 2.7752 0.2009  0.020
H 6.1821 2.7074 -0.2080  0.018
O 5.5799 3.3339 0.0558  0.090

[2]
Entry from OMol25: one molecule with the formula C4H9ClO at a distorted geometry (ωB97M-V with the def2-TZVPD basis set).

## Properties
Frontier orbital gap = 11.1 eV
E_LUMO = 0.75 eV
2S+1 = 1
Charge = 0
Max |F| = 0.049 Eh/bohr
SMILES = C[C@@H](CO)CCl

Each line ends with the Mulliken charge.
Positions of all 15 atoms, in Å:
C -0.7624 -0.1008 -1.2063  -1.627
C 0.3472 -0.2997 -0.1655  0.689
C 0.4899 1.0427 0.5541  -0.813
O 0.6112 2.1115 -0.3786  -0.532
C -0.0056 -1.3692 0.8812  -0.690
Cl 1.5425 -1.7347 1.9105  -0.238
H -0.4236 0.5282 -2.0516  0.395
H -1.7323 0.2647 -0.9004  0.385
H -0.9662 -1.0500 -1.7564  0.387
H 1.2315 -0.6821 -0.7124  0.272
H -0.4633 1.1271 1.1353  0.377
H 1.3977 1.0530 1.2124  0.324
H -0.3533 2.3259 -0.6217  0.340
H -0.3155 -2.2743 0.4227  0.398
H -0.5978 -0.9422 1.6768  0.333

> Which value of 2S+1 does entry 2 give?

1